Entry 1
The following is a quantum chemistry calculation of 2 unconnected molecules or ions with the total composition C2HNOS, from the Open Molecules 2025 dataset.

Each line ends with the Löwdin charge.
Geometry (Å):
N: 0.405 0.730 -1.002  0.0736
C: 1.079 2.148 -3.986  -0.9090
O: 0.611 1.105 -4.007  0.0719
H: 0.660 -1.402 -1.446  0.0735
S: 2.134 3.240 -3.774  0.7900
C: 0.566 -0.342 -1.213  -0.1001

E_LUMO = 0.48 eV
SMILES = O=C=S.C#N
HOMO = -10.50 eV



Entry 2
The following is a quantum chemistry calculation of C2HNOS in the gas phase, from the Open Molecules 2025 dataset.

Each line ends with the Löwdin charge.
Geometry (Å):
C: 0.819 -0.842 -0.714  -0.1066
C: -0.085 -0.034 0.196  -0.9488
S: -0.080 1.650 -0.178  0.8384
O: -0.839 -0.510 0.947  0.0542
H: -1.054 1.716 0.953  0.0194
N: 1.240 -1.979 -1.205  0.1434

E_LUMO = -0.84 eV
SMILES = N#CC(=O)S
HOMO = -11.02 eV



Entry 3
The following is a quantum chemistry calculation of C2HNOS in the gas phase, from the Open Molecules 2025 dataset.

Each line ends with the Löwdin charge.
Geometry (Å):
O: -0.330 1.267 -0.183  0.0383
C: -0.516 -0.023 -0.095  -0.9182
C: 0.693 -0.778 0.043  -0.2579
N: 1.748 -1.073 -0.181  0.2055
S: -1.962 -0.812 -0.094  0.7780
H: 0.367 1.419 0.510  0.1543

E_LUMO = -1.21 eV
SMILES = N#CC(O)=S
HOMO = -9.80 eV



Going by the energies, entry 1 is most stable and the next is 88.2 kJ/mol up.



Entry 1
The following is a quantum chemistry calculation of 2 unconnected molecules or ions with the total composition H3N3O3, from the Open Molecules 2025 dataset.

Each line ends with the Löwdin charge.
Geometry (Å):
H: -2.336 0.823 -0.859  0.1021
N: 1.121 -0.740 0.170  -0.0770
O: -1.422 1.095 -0.670  -0.0819
O: 1.561 1.166 -0.789  -0.0287
N: 0.931 0.159 -0.539  -0.1212
O: -1.246 0.727 0.688  -0.0817
H: 1.000 -2.735 0.251  0.1201
H: -0.548 1.276 0.987  0.0611
N: 0.940 -1.772 0.762  0.1073

E_LUMO (alpha / beta) = -0.27 / -0.27 eV
SMILES = [H]/N=N\N=O.OO
HOMO (alpha / beta) = -9.17 / -9.17 eV



Entry 2
The following is a quantum chemistry calculation of 3 unconnected molecules or ions with the total composition H3N3O3, from the Open Molecules 2025 dataset.

Each line ends with the Löwdin charge.
Geometry (Å):
N: -0.970 -2.070 -0.249  0.2957
N: -1.779 0.433 -0.022  -0.3078
H: 0.876 -1.049 0.158  0.0979
O: 1.851 0.377 0.076  -0.0535
H: 0.994 0.831 0.128  -0.0127
N: -0.047 -1.448 -0.005  0.1673
H: 2.349 0.976 -0.428  0.0383
O: -2.693 1.206 0.082  -0.0378
O: -0.581 0.744 0.261  -0.1875

E_LUMO (alpha / beta) = -1.11 / -1.11 eV
HOMO (alpha / beta) = -8.40 / -8.40 eV



Going by the energies, entry 2 is most stable and the next is 319.6 kJ/mol up.



Entry 1
The following is a quantum chemistry calculation of 2 unconnected molecules or ions with the total composition C5H7Br, from the Open Molecules 2025 dataset.

Each line ends with the Löwdin charge.
Geometry (Å):
H: -1.144 1.543 1.892  0.0760
C: -0.644 -0.238 -0.704  -0.1645
H: -1.895 1.510 -0.505  0.1323
H: 0.625 -0.538 2.362  0.0401
H: -0.941 -0.460 -1.761  0.1222
C: -0.689 0.812 1.315  -0.0850
C: 0.151 -0.256 1.544  -0.0178
C: -1.109 0.810 -0.045  -0.1502
H: 1.598 0.540 -1.702  -0.3154
C: 0.288 -0.996 0.187  -0.1901
Br: 2.718 0.439 -2.590  0.3371
H: -0.191 -1.999 0.315  0.1352
H: 1.234 -1.167 -0.309  0.0800

E_LUMO = 0.90 eV
SMILES = C1=CCC=C1.Br
HOMO = -8.76 eV



Entry 2
The following is a quantum chemistry calculation of C5H7Br in the gas phase, from the Open Molecules 2025 dataset.

Each line ends with the Löwdin charge.
Geometry (Å):
H: 1.702 -0.487 0.886  0.0762
H: -0.561 -2.289 0.374  0.0582
H: 1.550 1.756 -0.601  0.0995
H: -1.795 -1.579 -0.811  0.0919
H: -1.388 1.281 -1.324  0.1198
H: 0.328 -0.033 1.903  0.1126
C: 0.666 1.583 0.116  -0.7124
C: -0.748 -1.735 -0.495  -0.0450
C: -0.193 -0.382 -0.210  -0.3372
C: 0.791 0.070 0.885  -0.1346
Br: 0.390 3.001 1.329  0.6464
C: -0.545 0.862 -0.666  -0.0630
H: -0.196 -2.049 -1.387  0.0875

E_LUMO = 0.99 eV
SMILES = CC1=C[C@@H](Br)C1
HOMO = -9.15 eV



Going by the energies, entry 1 is most stable and the next is 54.9 kJ/mol up.



Entry 1
The following is a quantum chemistry calculation of 2 unconnected molecules or ions with the total composition CH2NO3S, from the Open Molecules 2025 dataset.

Each line ends with the Löwdin charge.
Geometry (Å):
O: 2.375 0.252 -0.538  -0.0472
S: -0.180 -0.347 -0.917  0.9696
O: 1.298 0.105 1.400  0.0056
O: -1.351 1.660 -0.238  -0.4990
C: 1.458 0.080 0.218  -0.8853
H: -1.297 1.752 0.729  -0.0891
N: -0.733 -1.587 -0.144  -0.3760
H: -1.570 -1.916 -0.510  -0.0787

E_LUMO (alpha / beta) = 3.35 / 3.35 eV
Net charge = -1
HOMO (alpha / beta) = -4.71 / -4.71 eV



Entry 2
The following is a quantum chemistry calculation of a gas-phase ion, CH2NO3S (charge -1), from the Open Molecules 2025 dataset.

Each line ends with the Löwdin charge.
Geometry (Å):
S: -1.396 -0.180 0.256  0.7269
O: 0.015 2.054 0.173  -0.0170
H: 0.532 -1.023 0.229  0.0114
O: -0.693 -1.466 0.703  -0.5491
O: -1.757 -0.343 -1.186  -0.5574
H: 2.131 0.167 -0.187  0.0974
N: 1.098 -0.082 -0.086  0.0128
C: 0.070 0.873 0.098  -0.7250

E_LUMO = 4.11 eV
Net charge = -1
SMILES = NC([O-])=S(=O)=O
HOMO = -3.67 eV



Going by the energies, entry 2 is most stable and the next is 158.8 kJ/mol up.



Entry 1
The following is a quantum chemistry calculation of a molecular structure, C4H5NO3, from the Open Molecules 2025 dataset.

Each line ends with the Löwdin charge.
Geometry (Å):
H: -2.687 0.727 0.265  0.2182
N: 0.807 -0.933 -2.348  0.0048
C: -0.893 0.237 -0.942  -0.0292
H: 1.504 1.093 2.366  0.1321
O: 0.999 0.336 2.055  0.1192
H: 1.183 -2.008 -2.404  0.1332
H: -0.065 -0.707 -3.310  0.2212
C: -0.915 0.276 0.541  -0.3225
H: -1.948 -0.212 -1.540  0.1833
O: 1.301 -0.412 -0.149  0.1007
C: 0.482 0.276 0.898  -0.3099
O: -1.993 0.738 1.170  0.0186
C: 0.310 -0.399 -1.089  -0.4699

E_LUMO = 0.61 eV
HOMO = -7.20 eV



Entry 2
The following is a quantum chemistry calculation of C4H5NO3 in the gas phase, from the Open Molecules 2025 dataset.

Each line ends with the Löwdin charge.
Geometry (Å):
H: -0.485 1.005 0.832  0.1579
H: -2.301 -1.072 1.159  0.1741
C: 1.175 -0.607 0.421  0.0944
O: 0.437 2.154 -2.037  0.0288
H: 1.431 -0.687 1.392  0.0520
O: -0.720 -1.533 2.440  -0.0549
N: -0.294 -0.834 0.218  -0.1297
C: -1.103 -1.229 1.216  -0.2400
C: 0.183 0.870 -1.589  -0.4877
H: -0.277 2.709 -1.284  0.2448
C: -0.035 0.466 -0.047  -0.1038
H: 1.654 -1.224 -0.368  0.1296
O: 0.334 -0.018 -2.354  0.1343

E_LUMO = -0.08 eV
SMILES = O=CN1C[C@H]1C(=O)O
HOMO = -10.14 eV



Entry 3
The following is a quantum chemistry calculation of C4H5NO3 in the gas phase, from the Open Molecules 2025 dataset.

Each line ends with the Löwdin charge.
Geometry (Å):
C: 0.642 -0.507 -0.085  -0.3350
H: -3.134 0.992 -0.115  0.1061
O: -2.849 0.097 -0.018  0.1276
H: 1.148 2.478 0.821  0.2052
H: 1.808 -2.009 -0.606  0.0993
N: 1.781 -1.206 0.028  0.0751
C: -0.700 -1.073 0.027  0.0631
H: 2.680 -0.586 0.061  0.1504
O: 1.404 1.889 -0.058  0.0316
C: -1.515 0.025 -0.015  -0.4119
H: -0.987 -2.096 0.239  0.1151
O: -0.823 1.150 -0.142  0.1115
C: 0.545 0.847 -0.137  -0.3380

E_LUMO = 0.53 eV
SMILES = Nc1cc(O)oc1O
HOMO = -7.31 eV



Entry 4
The following is a quantum chemistry calculation of C4H5NO3 in the gas phase, from the Open Molecules 2025 dataset.

Each line ends with the Löwdin charge.
Geometry (Å):
C: -1.474 0.630 -0.252  -0.1381
N: 0.303 -2.630 1.425  0.1803
C: 0.649 -0.164 0.582  -0.3466
O: -0.701 1.219 -1.364  -0.0649
H: 1.258 1.546 -1.973  0.1566
O: 0.960 -0.112 -0.767  -0.0122
C: 0.500 -1.558 1.058  -0.0945
H: 0.748 1.838 -0.133  0.1633
C: 0.631 1.231 -1.124  -0.2263
H: 1.275 0.468 1.235  0.1656
H: -2.346 1.301 0.117  0.1665
H: -1.898 -0.309 -0.633  0.1359
O: -0.633 0.485 0.860  -0.0856

E_LUMO = 0.74 eV
SMILES = N#CC1OCOCO1
HOMO = -10.53 eV



Going by the energies, entry 3 is most stable and the next is 75.4 kJ/mol up.